This record from OMol25 describes C52H58ClN6OPS3Si2W as an isolated structure. The level of theory is ωB97M-V/def2-TZVPD.

Orbital gap (spin up / spin down): 5.6 / 6.0 eV
Expectation value of S²: 2.04
Spin multiplicity: 3
ΔE to the lowest compared entry with this formula, charge and spin: 73.16 kcal per mole
Max |F|: 0.9 eV/Å

```
125
Properties=species:S:1:pos:R:3:forces:R:3
W 0.37538 0.08467 -0.13930 -0.8 0.1 0.4
Cl 1.46693 -1.78550 -1.82735 0.0 0.0 0.1
C 0.66993 -2.09971 -3.35526 0.0 0.0 0.0
C 0.96342 -3.25963 -4.04047 0.0 0.0 0.0
C 0.30872 -3.47077 -5.24583 0.0 0.0 0.0
C -0.58904 -2.52815 -5.72408 0.0 0.0 0.0
C -0.84674 -1.36431 -5.01171 0.0 0.0 0.0
C -0.21347 -1.13762 -3.79166 -0.1 0.0 0.0
P -0.32888 0.37548 -2.75918 0.2 0.2 0.0
C -1.49484 1.32935 -3.77598 -0.1 -0.1 0.1
C -1.11748 2.44485 -4.51247 0.0 0.0 0.0
C -2.02738 3.05238 -5.36955 0.0 0.0 0.1
C -3.31158 2.55149 -5.49422 0.0 0.0 0.0
C -3.68892 1.42817 -4.76756 0.0 0.0 0.0
C -2.78941 0.82240 -3.90885 0.0 0.0 0.1
C 1.34238 1.05737 -3.10564 0.0 0.0 0.0
C 1.89187 1.19249 -4.37622 0.0 0.0 0.0
C 3.17491 1.69647 -4.53316 0.0 0.0 0.0
C 3.93077 2.05522 -3.42418 0.0 0.0 0.0
C 3.41320 1.89455 -2.14689 0.0 -0.1 -0.1
C 2.13286 1.38783 -2.01120 0.1 0.0 0.0
H 1.66939 -3.97460 -3.64084 0.0 0.0 0.0
H 0.50122 -4.37472 -5.80747 0.0 0.0 0.0
H -1.09583 -2.69530 -6.66477 0.0 0.0 0.0
H -1.53632 -0.63510 -5.40980 0.0 0.0 0.0
H -0.12332 2.86064 -4.41642 0.0 0.0 0.0
H -1.73222 3.93288 -5.92304 0.0 0.0 0.0
H -4.02887 3.04161 -6.13994 0.0 0.0 0.0
H -4.69623 1.04210 -4.84940 0.0 0.0 0.0
H -3.10297 -0.03270 -3.32231 0.0 0.0 0.0
H 1.31060 0.90927 -5.24570 0.0 0.0 0.0
H 3.58775 1.80995 -5.52674 0.0 0.0 0.0
H 4.92826 2.45331 -3.55374 0.0 0.0 0.0
H 3.99447 2.15564 -1.27325 0.0 0.0 0.0
H 1.74548 1.35908 -0.97493 0.4 0.4 -0.2
C 1.56431 4.24050 0.93730 0.0 0.0 0.0
Si 0.02239 3.30948 0.37562 -0.1 0.2 -0.1
C 0.15048 3.54008 -1.48048 0.1 0.0 0.0
C -1.58213 4.21618 0.75896 0.1 -0.1 0.2
N 0.16705 1.62734 1.14951 0.1 -0.2 -0.2
C 0.01391 1.76238 2.58921 -0.1 0.1 0.0
C -0.18754 3.02645 3.18118 0.1 -0.1 -0.1
C -0.18359 3.28748 4.53627 0.0 0.0 0.0
C 0.04683 2.26046 5.42936 0.0 0.0 0.0
C 0.19701 0.99463 4.91234 0.0 0.0 0.0
C 0.12720 0.73847 3.54367 -0.1 -0.1 0.1
O 0.21548 -0.56602 3.13600 0.0 0.0 -0.2
C -0.23880 -1.50633 4.05879 0.0 0.0 0.0
C -1.59464 -1.60681 4.32445 0.0 0.0 -0.1
C -2.03704 -2.59587 5.18738 0.0 0.0 0.0
C -1.13295 -3.47136 5.77764 0.0 0.0 0.0
C 0.22091 -3.35385 5.50260 0.0 0.0 0.0
C 0.67477 -2.36416 4.63987 0.0 0.0 0.1
H 1.55941 5.22943 0.47053 0.0 0.0 0.0
H 2.45362 3.71721 0.57102 0.0 0.0 0.0
H 1.68011 4.37189 2.01058 0.0 0.0 0.0
H -0.28932 4.53884 -1.57637 0.0 0.0 0.0
H -0.48033 2.89912 -2.08404 -0.1 0.0 0.0
H 1.16199 3.58812 -1.87444 0.0 0.0 0.0
H -2.10109 4.41118 -0.17826 0.1 0.0 0.0
H -1.35581 5.17734 1.23423 0.0 0.0 0.0
H -2.26349 3.66052 1.39969 0.0 0.0 0.0
H -0.35651 3.88526 2.57185 0.0 0.1 -0.1
H -0.35008 4.30137 4.87456 0.0 0.0 0.0
H 0.09624 2.42928 6.49615 0.0 0.0 0.0
H 0.35441 0.15929 5.57894 0.0 0.0 0.0
H -2.28662 -0.92355 3.84810 0.0 0.0 0.0
H -3.09522 -2.68844 5.39259 0.0 0.0 0.0
H -1.48612 -4.24349 6.44778 0.0 0.0 0.0
H 0.93043 -4.03201 5.95867 0.0 0.0 0.0
H 1.72646 -2.25777 4.40785 0.0 0.0 0.0
N -5.33420 -2.55409 -0.54644 -0.1 0.0 0.0
C -4.42950 -2.19329 0.07243 0.1 0.0 -0.2
N -3.42168 -1.83922 0.84320 0.0 -0.1 0.5
C -2.33134 -1.32690 0.55448 0.1 0.1 -0.2
N -1.23674 -0.89837 0.41476 0.0 -0.2 -0.1
C 0.53560 -2.97128 1.63534 0.0 0.1 0.0
Si 2.00781 -1.95980 0.99689 0.2 -0.2 0.1
C 3.49675 -0.92587 1.77606 -0.1 0.0 0.1
C 3.06851 0.24340 2.66575 -0.1 0.0 0.0
C 4.19578 -0.30264 0.54955 0.0 0.0 0.0
C 4.57206 -1.68302 2.56648 0.0 0.1 0.0
C 2.87680 -3.61513 0.23142 0.1 0.1 0.0
C 4.10495 -3.44982 -0.67786 0.0 0.0 0.0
C 1.88784 -4.59218 -0.45224 0.0 0.0 0.0
C 3.37616 -4.43457 1.45038 0.1 0.0 0.0
H 0.80046 -3.80382 2.28476 0.0 0.0 0.0
H 0.14501 -3.38952 0.70460 0.0 0.0 0.0
H -0.27520 -2.42157 2.07238 0.0 0.0 0.0
H 2.29388 0.86293 2.21486 0.1 0.0 0.0
H 3.93955 0.88519 2.83562 0.0 0.0 0.0
H 2.71346 -0.08781 3.64012 -0.1 0.0 0.0
H 3.48985 0.12301 -0.16466 0.0 0.0 0.1
H 4.81475 -1.01040 0.00622 0.0 -0.1 -0.1
H 4.84763 0.51042 0.88613 0.0 0.0 0.0
H 4.17541 -2.16881 3.45968 0.0 0.0 0.0
H 5.32681 -0.96209 2.89926 0.0 0.0 0.0
H 5.09381 -2.42668 1.97172 0.0 0.1 0.0
H 3.92191 -2.84793 -1.56887 0.0 0.0 0.0
H 4.43387 -4.43867 -1.01430 0.0 0.0 0.0
H 4.94719 -3.01115 -0.14566 0.0 0.0 0.0
H 1.20546 -4.15309 -1.17442 0.0 0.0 0.0
H 1.27670 -5.11079 0.28472 0.0 0.0 0.0
H 2.46508 -5.36100 -0.97586 0.0 0.0 0.0
H 4.24710 -4.00832 1.93488 -0.1 -0.1 0.0
H 3.66967 -5.42630 1.09016 0.0 0.0 0.0
H 2.61318 -4.59001 2.21220 0.0 0.0 0.0
S -6.76270 4.27376 -3.68234 0.0 -0.1 0.0
C -5.43110 3.84094 -2.78813 -0.1 0.0 0.0
S -5.36951 2.36504 -1.87305 0.0 0.0 -0.1
C -3.67697 2.62567 -1.51773 0.1 0.0 0.1
N -3.23934 3.75685 -1.97237 0.0 0.0 -0.1
N -4.23317 4.45559 -2.64335 0.0 0.0 0.0
C -3.85894 5.75111 -3.10662 0.0 0.0 0.0
C -2.50664 6.02322 -3.30628 -0.1 0.0 0.0
C -2.10947 7.27987 -3.73084 0.0 0.0 0.0
C -3.04824 8.27681 -3.95652 0.0 0.0 0.0
C -4.38886 8.00379 -3.73870 0.0 0.0 0.0
C -4.80258 6.75014 -3.31136 0.0 0.1 0.0
S -2.75850 1.45054 -0.67430 -0.1 0.0 0.1
H -1.78304 5.24998 -3.11368 0.1 -0.1 0.0
H -1.05573 7.47952 -3.88210 0.0 0.0 0.0
H -2.73638 9.25797 -4.28930 0.0 0.0 0.0
H -5.13245 8.77427 -3.89567 0.0 0.0 0.0
H -5.84850 6.55009 -3.14285 0.1 0.0 0.0
```
Forces are in eV/Å.